The following is a DFT calculation (ωB97M-V with the def2-TZVPD basis set) of one molecule with the formula C4H7N3 at a distorted geometry.

Atoms and positions in Å:
C: 0.83120 -1.27606 0.72721
C: -1.23610 -0.68964 0.91598
N: -0.35781 -0.31765 -0.25009
C: -0.06214 1.03135 -0.58882
N: -0.29773 1.95423 0.29944
C: 0.62926 1.16535 -1.83894
N: 1.14105 1.26376 -2.89438
H: 1.62499 -1.24260 -0.03504
H: 0.57699 -2.29909 0.99537
H: 1.06604 -0.65736 1.59069
H: -1.26052 0.15451 1.60215
H: -2.21899 -1.03383 0.57741
H: -0.49019 -0.91185 -1.06824
H: 0.05394 2.85887 -0.03275

Values from the calculation:
charge = 0
E_tot = -320.6619 hartree
gap between HOMO and LUMO (alpha / beta) = 7.1869 / 5.9467 eV

Löwdin charges, unit e, in atom order: 0.04, -0.09, -0.13, -0.44, 0.15, -0.15, 0.15, 0.07, 0.05, 0.07, 0.03, 0.04, 0.15, 0.06



The following is a DFT calculation (ωB97M-V with the def2-TZVPD basis set) of one molecule with the formula C4H7N3 at a distorted geometry.

Atoms and positions in Å:
C: 1.90337 0.94000 -0.22403
C: 0.21242 -0.92061 -0.21783
C: -1.25774 -0.61830 -0.26578
C: 0.89382 0.25680 0.50062
N: 2.71668 1.45056 -0.81974
N: -1.28519 0.87381 -0.18334
N: -0.31365 1.20607 0.79427
H: 0.53417 -1.93549 0.16920
H: 0.75105 -1.15382 -1.20914
H: -1.73223 -1.05131 -1.13787
H: -1.89724 -1.11651 0.55505
H: 1.37827 0.04798 1.45667
H: -1.06865 1.10353 -1.06439
H: -0.83509 0.91729 1.64631

Values from the calculation:
charge = 0
E_tot = -320.7979 hartree
SMILES = N#C[C@@H]1CCNN1
gap between HOMO and LUMO = 10.5886 eV

Löwdin charges, unit e, in atom order: -0.22, -0.17, -0.20, -0.29, 0.17, -0.07, -0.02, 0.12, 0.14, 0.10, 0.13, 0.14, 0.05, 0.12



The following is a DFT calculation (ωB97M-V with the def2-TZVPD basis set) of one molecule with the formula C4H7N3.

Atoms and positions in Å:
N: 1.84891 0.78927 -1.05829
C: 0.59273 0.26585 -0.64306
C: -0.64265 0.96174 -0.07263
C: -0.83535 -0.04903 0.79935
N: -1.77388 -0.39753 1.74132
C: 0.38118 -0.81912 0.32738
N: 0.19127 -1.06718 -1.13446
H: 1.79983 1.08427 -2.02928
H: 2.06887 1.61550 -0.50984
H: -1.27735 1.76393 -0.43549
H: -1.89594 -1.39034 1.88222
H: -2.65227 0.09918 1.68276
H: 1.13848 -1.33947 0.90275
H: 1.05617 -1.51707 -1.45273

Values from the calculation:
charge = 0
E_tot = -320.7799 hartree
SMILES = NC1=C[C@]2(N)N[C@H]12
gap between HOMO and LUMO = 8.8744 eV

Löwdin charges, unit e, in atom order: 0.09, -0.52, 0.03, -0.30, 0.11, -0.17, 0.10, 0.08, 0.08, 0.08, 0.09, 0.09, 0.14, 0.09



The following is a DFT calculation (ωB97M-V with the def2-TZVPD basis set) of one molecule with the formula C4H7N3 at a distorted geometry.

Atoms and positions in Å:
C: -1.68943 -0.77729 0.04750
C: 0.93646 -1.16858 -0.30257
C: 1.96338 -0.26472 -0.02040
C: -0.01719 0.98408 -0.07629
H: -2.37566 -0.06760 -0.68338
H: -1.84857 -1.95226 -0.06359
H: -1.91868 -0.39246 1.17938
H: 0.98389 -2.32224 -0.04280
H: 3.09650 -0.20179 -0.06856
H: 2.07397 1.85050 0.35565
H: -1.68425 1.64578 -0.14335
N: -0.24640 -0.40994 -0.04604
N: 1.43807 1.03211 0.06456
N: -0.71210 2.04440 -0.20012

Values from the calculation:
charge = 0
E_tot = -320.7971 hartree
SMILES = [H]/N=c1/[nH]ccn1C
gap between HOMO and LUMO = 8.2669 eV

Löwdin charges, unit e, in atom order: -0.07, -0.10, -0.15, -0.47, 0.12, 0.11, 0.12, 0.14, 0.12, 0.18, 0.02, -0.16, 0.04, 0.10



The following is a DFT calculation (ωB97M-V with the def2-TZVPD basis set) of one molecule with the formula C4H7N3.

Atoms and positions in Å:
C: -0.41104 2.69326 0.51101
N: 0.42255 1.58235 -0.03530
C: -0.38485 0.39195 -0.25690
C: 0.10713 -0.76603 -0.63996
C: 0.40544 -3.02662 -0.16255
N: 0.37172 -1.87745 -1.05733
N: 1.60613 1.66895 -0.29336
H: 0.19129 3.59754 0.45344
H: -0.67902 2.46343 1.54696
H: -1.32207 2.78597 -0.08806
H: -1.45717 0.47286 -0.13894
H: 1.01259 -3.81948 -0.59292
H: 0.76495 -2.78716 0.84323
H: -0.62765 -3.37958 -0.08934

Values from the calculation:
charge = 0
E_tot = -320.7321 hartree
gap between HOMO and LUMO = 8.5767 eV

Löwdin charges, unit e, in atom order: -0.05, -0.39, -0.09, -0.11, -0.10, 0.05, 0.10, 0.08, 0.09, 0.08, 0.10, 0.07, 0.08, 0.09



The following is a DFT calculation (ωB97M-V with the def2-TZVPD basis set) of one molecule with the formula C4H7N3 at a distorted geometry.

Atoms and positions in Å:
N: 1.19510 -0.69935 -2.08416
C: 0.46290 -0.33257 -0.95704
C: 0.88570 0.29638 0.20745
C: -0.25843 0.37519 1.03390
N: -0.38219 0.93023 2.31954
C: -1.32389 -0.28924 0.43236
N: -0.83800 -0.66999 -0.83715
H: 0.77187 -0.40630 -2.95355
H: 2.15725 -0.39854 -2.01421
H: 1.90989 0.52536 0.47613
H: -1.36178 0.84441 2.58410
H: -0.18455 1.92535 2.28021
H: -1.59970 -1.11873 1.10333
H: -1.43418 -0.98219 -1.59092

Values from the calculation:
charge = 0
E_tot = -320.8445 hartree
SMILES = Nc1c[nH]c(N)c1
gap between HOMO and LUMO = 8.1579 eV

Löwdin charges, unit e, in atom order: 0.10, -0.39, 0.00, -0.38, 0.06, -0.14, 0.04, 0.09, 0.09, 0.10, 0.08, 0.08, 0.12, 0.14



The following is a DFT calculation (ωB97M-V with the def2-TZVPD basis set) of one molecule with the formula C4H7N3 at a distorted geometry.

Atoms and positions in Å:
C: -0.60522 -1.34829 -0.59576
C: 1.70212 0.10073 -0.20854
N: 1.01837 0.50674 0.81503
C: -0.35195 0.95563 0.66770
N: -0.73607 1.95872 1.32549
C: -1.06394 0.13759 -0.48368
N: -1.87162 0.74210 -1.17939
H: 0.05169 -1.55735 -1.45015
H: -1.51543 -1.91814 -0.76984
H: -0.12045 -1.73628 0.31233
H: 1.39149 0.43712 -1.19055
H: 2.54072 -0.57259 -0.07792
H: 1.28501 0.19388 1.74403
H: -1.72470 2.10014 1.09127

Values from the calculation:
charge = 0
E_tot = -320.7352 hartree
gap between HOMO and LUMO (alpha / beta) = 9.8016 / 5.7863 eV

Löwdin charges, unit e, in atom order: -0.06, -0.08, -0.04, -0.36, 0.15, -0.42, 0.22, 0.07, 0.07, 0.08, 0.08, 0.08, 0.15, 0.06



The following is a DFT calculation (ωB97M-V with the def2-TZVPD basis set) of one molecule with the formula C4H7N3 at a distorted geometry.

Atoms and positions in Å:
C: 1.47509 0.95026 0.53231
C: -2.01720 -0.34784 0.01092
C: 0.64352 -0.16323 0.10310
C: -0.71766 0.36839 -0.07666
N: 1.06071 -1.35082 -0.33237
N: -0.54096 1.61216 -0.41826
N: 0.82022 1.85143 -0.47246
H: 0.47036 -1.87549 -0.96532
H: 2.04850 -1.56361 -0.34671
H: 2.53580 0.83824 0.30724
H: 1.31852 1.27365 1.57066
H: -2.23366 -0.67367 1.03383
H: -2.04383 -1.23579 -0.63151
H: -2.81939 0.31630 -0.31477

Values from the calculation:
charge = 0
E_tot = -320.7454 hartree
SMILES = CC1=C(N)CN=N1
gap between HOMO and LUMO (alpha / beta) = 6.6820 / 6.6788 eV

Löwdin charges, unit e, in atom order: -0.18, -0.06, -0.24, -0.37, 0.21, 0.04, -0.10, 0.13, 0.12, 0.11, 0.13, 0.07, 0.06, 0.08